47
Properties=species:S:1:pos:R:3:lowdin_charge:R:1 method="wB97M-V/def2-TZVPD" smiles=CN(C)CCO.O.O.O.O.O.O.O.O.O.O orbital_gap_ev=8.25 homo_energy_ev=-8.28 charge=0
C 1.4596 1.5728 -1.3330 -0.059
N 0.1071 0.9525 -1.4665 -0.283
C -0.4825 1.3772 -2.7245 -0.120
C -0.7139 1.0999 -0.2635 -0.190
C -2.0285 0.3331 -0.5495 -0.202
O -2.1084 -0.8293 0.2514 -0.087
H 1.9586 1.2966 -2.2939 0.100
H 1.2942 2.6501 -1.1687 0.087
H 1.9466 0.9924 -0.5547 0.063
H -0.3305 0.6067 -3.4905 0.074
H -0.1499 2.3562 -3.1103 0.087
H -1.5540 1.4341 -2.8862 0.074
H -0.9595 2.1070 0.1252 0.070
H -0.0110 0.6983 0.5396 0.104
H -2.0774 -0.0758 -1.5724 0.112
H -2.9129 0.9617 -0.3808 0.123
H -1.2542 -1.0802 0.6202 0.052
H -0.2910 -0.6847 2.3889 0.002
H 0.8827 -1.5435 3.0385 0.055
O 0.1237 -1.5480 2.4492 -0.072
H 1.9589 -2.0371 -1.0166 0.027
H 0.6325 -1.2983 -0.9502 0.040
O 1.2928 -1.6186 -1.5734 -0.060
H -1.4916 4.4291 0.7468 0.048
H -1.5249 4.3802 -0.7902 0.062
O -1.6858 3.8518 0.0007 -0.054
H 3.5339 -2.2351 0.8029 0.027
H 3.2630 -0.6581 1.0399 0.039
O 3.5321 -1.3490 0.4281 -0.045
H -1.7929 3.0138 2.3456 0.034
H -2.3266 1.5744 2.6735 0.027
O -1.6234 2.2254 2.8749 -0.052
H -2.9112 -0.6511 2.1242 0.024
H -3.2457 -0.7405 3.6304 0.059
O -3.1815 -0.1256 2.8942 -0.047
H 1.0685 -3.8674 1.7095 0.058
H 1.4738 -2.4391 1.3311 0.000
O 1.8383 -3.3179 1.5314 -0.074
H 0.2079 -3.6494 -2.0317 0.029
H 0.9969 -3.9393 -0.7658 -0.002
O 0.1264 -4.0466 -1.1579 -0.064
H 0.0373 1.3808 2.7834 0.019
H 1.5692 1.2646 2.9976 0.063
O 0.8193 0.8326 2.5793 -0.079
H 2.1813 -1.5582 -4.1883 0.028
H 0.9799 -1.0514 -3.3752 -0.017
O 1.3730 -1.0468 -4.2630 -0.082

9
Properties=species:S:1:pos:R:3:lowdin_charge:R:1 method="wB97M-V/def2-TZVPD" orbital_gap_ev=8.24 homo_energy_ev=-9.21 charge=0
C 0.2795 0.8263 -0.2536 -0.547
C 0.4749 -0.6266 0.3227 -0.479
O 1.1880 1.6759 0.1315 -0.360
P 2.2474 -1.1910 0.0203 0.478
P 3.1857 0.5806 -0.0279 0.560
H -0.0018 0.8919 -1.3144 0.108
H -0.6418 1.1945 0.1849 0.111
H 0.3102 -0.9534 1.3950 0.073
H -0.2245 -1.3549 -0.1366 0.056

18
Properties=species:S:1:pos:R:3:lowdin_charge:R:1 method="wB97M-V/def2-TZVPD" orbital_gap_ev=7.75 homo_energy_ev=-8.44 charge=0
C 0.5063 -0.5322 0.6577 -0.097
C 0.7753 -1.2210 -0.5986 -0.212
C -0.7526 -0.1711 0.8758 -0.165
C 1.9137 -1.7852 -1.0639 -0.501
C -1.2381 0.5292 2.0497 -0.080
O -0.7337 -4.0606 -0.7055 -0.486
O -2.9863 -3.7229 -1.4601 -0.478
S -1.9782 -4.6870 -1.0884 0.703
Br -1.1405 -4.8888 -3.7521 0.516
Br 2.0053 -2.7162 -2.7722 0.653
H 1.2367 -0.6354 1.4117 0.104
H 0.0555 -4.2623 -3.5394 -0.366
H -0.1208 -1.2011 -1.2199 0.100
H -1.4164 -0.0956 0.1033 0.086
H 2.7512 -1.6953 -0.5462 -0.007
H -0.4814 0.9136 2.7357 0.092
H -1.6645 -0.3533 2.6548 0.122
H -1.9854 1.0761 1.7334 0.017

16
Properties=species:S:1:pos:R:3:lowdin_charge:R:1 method="wB97M-V/def2-TZVPD" orbital_gap_ev=8.17 homo_energy_ev=-4.52 charge=-1
C -1.4716 2.2176 1.8256 -0.027
C -1.0825 0.7701 1.8392 -0.595
O -1.0891 0.2863 2.9917 -0.051
N -0.5979 0.0352 0.8382 0.162
H -1.7054 2.4961 2.8403 0.073
H -2.3860 2.2659 1.1887 0.080
H 0.0972 -0.6788 0.9711 0.110
H -0.5187 0.3630 -0.1422 0.072
H -0.9727 2.8546 1.0891 0.079
C 0.0460 -1.7606 -2.0429 -0.054
C 1.2390 -0.7311 -1.7834 -0.774
O 0.8137 0.4060 -1.4531 -0.130
O 2.3810 -1.1596 -1.9911 -0.074
H -0.3705 -1.4710 -3.0137 0.053
H -0.7626 -1.7414 -1.3354 0.024
H 0.5246 -2.7538 -2.0541 0.053

58
Properties=species:S:1:pos:R:3:mulliken_spin:R:1 method="wB97M-V/def2-TZVPD" spin_multiplicity=2 orbital_gap_ev="3.20 / 3.13" homo_energy_ev="-21.18 / -21.17" charge=+4
In -12.7980 -0.9622 3.3627 -0.043
C -8.3847 0.9562 5.4592 0.036
C -9.4544 -0.0119 4.6761 0.029
C -9.4191 -1.5035 5.1908 0.073
O -10.3743 -2.2383 4.5030 0.603
C -10.2368 -3.7014 4.6537 0.022
N -10.7353 0.6750 4.8516 0.031
H -7.4559 0.4116 5.6288 -0.001
H -8.5858 1.4081 6.4306 -0.002
H -8.0742 1.8742 4.9604 0.003
H -9.2708 -0.0342 3.6019 0.002
H -9.7355 -1.5546 6.2326 0.066
H -8.4620 -1.9969 5.0220 0.026
H -11.0139 -3.9979 5.3582 0.057
H -9.3119 -4.0927 5.0775 0.006
H -10.4540 -4.1641 3.6910 0.017
H -10.5557 1.6022 4.4937 0.005
H -10.9755 1.0050 5.7754 0.001
C -15.2466 -1.8564 -1.3300 0.009
C -15.0838 -1.3120 0.0953 0.002
C -15.5918 -2.3931 1.0686 0.002
O -15.4336 -1.9369 2.3698 0.010
C -16.3275 -2.6488 3.1856 0.000
N -13.6653 -0.8160 0.3127 0.022
H -16.2860 -2.0967 -1.5536 0.002
H -14.6360 -2.7254 -1.5752 0.000
H -14.8999 -1.0486 -1.9745 0.000
H -15.8481 -0.5594 0.2889 0.000
H -15.1496 -3.3632 0.8415 0.001
H -16.6363 -2.4314 0.7594 0.001
H -17.3522 -2.4373 2.8800 0.000
H -16.1600 -2.3231 4.2122 0.001
H -16.1337 -3.7168 3.2856 0.002
H -12.9821 -1.1647 -0.3444 0.000
H -13.8353 0.0216 -0.2255 0.000
C -15.8778 1.3960 6.7183 0.014
C -15.3052 0.8644 5.3137 0.006
C -15.6883 1.6278 4.0852 -0.003
O -15.3281 1.0491 2.8334 -0.007
C -15.7430 1.8420 1.7643 0.000
N -13.9101 0.7547 5.5016 0.015
H -15.8364 2.4699 6.5364 0.001
H -15.2316 1.1650 7.5651 0.001
H -16.8793 1.0045 6.8973 0.001
H -15.7202 -0.1318 5.1607 0.005
H -15.0777 2.5272 4.1653 0.000
H -16.7607 1.8209 4.0568 0.000
H -15.1264 2.7348 1.6600 0.000
H -16.7535 2.2475 1.7130 0.000
H -15.5898 1.3597 0.7989 0.000
H -13.5229 1.6667 5.6974 0.001
H -13.8215 0.2988 6.3986 0.000
C -12.7027 -4.3378 1.4777 0.000
O -13.3543 -3.8355 2.7039 -0.017
H -13.0781 -5.3092 1.1561 -0.001
H -12.9035 -3.6343 0.6697 0.000
H -11.6424 -4.4460 1.7060 -0.001
H -13.5372 -4.6280 3.2138 0.001

20
Properties=species:S:1:pos:R:3:lowdin_charge:R:1 method="wB97M-V/def2-TZVPD" orbital_gap_ev=8.52 homo_energy_ev=-7.84 charge=0
C -1.7148 -0.0999 -3.2266 -0.214
C -0.8949 0.5057 -2.0725 -0.688
S -1.7017 0.1314 -0.4288 0.451
H -2.7970 -0.0796 -2.9707 0.060
H -1.5556 -1.1530 -3.3028 0.043
H -1.4317 0.2825 -4.2070 0.063
H -0.7268 1.6305 -2.1880 0.063
H 0.1795 0.1330 -2.0989 0.060
C 1.1942 -1.7371 1.0749 -0.111
C 0.6707 -0.5810 1.9097 -0.258
C 1.2867 0.6294 2.0497 -0.241
N 0.6918 1.6961 2.7326 0.036
H 2.0125 -1.3820 0.4730 0.068
H 1.4977 -2.5812 1.6982 0.072
H 0.4470 -2.1552 0.4125 0.056
H -0.2208 -0.7436 2.5460 0.124
H 2.2854 0.8501 1.6722 0.126
H -0.0916 0.2916 0.6103 0.082
H -0.3296 1.7455 2.6759 0.094
H 1.1989 2.6168 2.6403 0.115